33
Properties=species:S:1:pos:R:3 method="wB97M-V/def2-TZVPD" gap_ev=10.170 lumo_energy_ev=-0.35 total_energy_ev=-57207.07318 max_force_ev_per_a=3.8 e_homo_ha=-0.38671 smiles="C[C@@H](O)C[C@@H]1OC(=O)O[C@@H]1P(=O)(O)O.ClCCCl"
C 3.040 0.602 2.437
C 2.859 0.513 0.915
O 4.161 0.751 0.358
C 2.409 -0.879 0.407
C 1.252 -1.549 1.191
O 0.685 -2.612 0.442
C -0.678 -2.542 0.698
O -1.428 -3.112 0.048
O -0.905 -1.769 1.801
C 0.095 -0.713 1.777
P -0.766 0.579 0.722
O -2.179 0.499 1.018
O -0.592 0.307 -0.869
O -0.300 2.079 1.166
H 2.071 0.856 2.883
H 3.727 1.426 2.652
H 3.427 -0.358 2.797
H 2.208 1.301 0.492
H 4.104 0.719 -0.606
H 3.279 -1.541 0.514
H 2.144 -0.828 -0.661
H 1.748 -1.993 2.072
H 0.283 -0.370 2.794
H 0.327 0.530 -1.107
H 0.454 2.397 0.644
Cl -2.098 1.463 -3.800
C -3.241 0.430 -2.897
C -4.677 0.753 -3.223
Cl -5.164 2.355 -2.612
H -3.035 0.548 -1.835
H -3.023 -0.600 -3.174
H -5.333 0.022 -2.752
H -4.857 0.735 -4.296

***

25
Properties=species:S:1:pos:R:3 method="wB97M-V/def2-TZVPD" gap_ev=9.979 lumo_energy_ev=0.90 total_energy_ev=-28937.48356 max_force_ev_per_a=5.7 e_homo_ha=-0.33351 relative_energy_kcal_mol=18.2 smiles="C[Si](C)(C)[C@@H]1CCC=C1Cl"
C -1.709 0.547 2.085
Si -0.635 -0.331 0.742
C 0.963 -0.937 1.563
C -1.713 -1.743 -0.030
C -0.318 0.987 -0.601
C 0.087 0.260 -1.969
C 1.604 0.014 -1.885
C 2.085 1.262 -1.123
C 1.232 1.691 -0.193
Cl 1.242 2.878 1.068
H -1.921 -0.158 2.909
H -1.252 1.394 2.327
H -2.661 0.949 1.627
H 1.748 -0.231 1.533
H 0.770 -1.323 2.501
H 1.392 -1.918 1.201
H -2.762 -1.340 -0.369
H -1.332 -2.063 -0.884
H -1.924 -2.445 0.710
H -1.060 1.729 -0.939
H -0.233 0.994 -2.754
H -0.349 -0.816 -2.086
H 1.869 -0.084 -2.870
H 1.745 -0.984 -1.481
H 3.131 1.672 -1.081

***

28
Properties=species:S:1:pos:R:3 method="wB97M-V/def2-TZVPD" gap_ev=7.786 lumo_energy_ev=-8.47 total_energy_ev=-18425.36492 max_force_ev_per_a=5.2 e_homo_ha=-0.59741 total_charge=+2 relative_energy_kcal_mol=9.5
C -0.589 -1.950 0.272
C -0.131 -1.084 -0.723
C -0.932 -0.884 2.635
C -1.157 -1.817 1.565
C -0.479 0.252 -0.992
C 2.474 2.815 -2.289
C 0.685 1.088 -2.353
C 1.563 1.974 -1.503
N -1.414 1.024 -0.494
N -0.505 0.300 2.556
N -1.866 -3.086 2.086
F 0.757 2.764 -0.701
F 2.227 1.232 -0.538
H -0.543 -3.000 -0.085
H 0.479 -1.642 -1.412
H -1.307 -1.234 3.569
H 2.885 3.572 -1.506
H 2.052 3.519 -3.093
H 3.332 2.195 -2.693
H 1.111 0.379 -3.108
H 0.079 1.745 -3.026
H -2.183 0.467 -0.076
H -1.613 1.844 -1.092
H -0.407 0.821 3.436
H -0.070 0.872 1.833
H -2.820 -2.912 2.517
H -1.272 -3.423 2.784
H -1.840 -3.875 1.481

***

37
Properties=species:S:1:pos:R:3 method="wB97M-V/def2-TZVPD" gap_ev=8.160 lumo_energy_ev=2.42 total_energy_ev=-65019.29460 max_force_ev_per_a=2.6 e_homo_ha=-0.21086 total_charge=-1
O -1.534 0.650 3.418
C -1.526 -0.446 3.003
O -0.730 -0.845 1.987
C -1.464 -0.812 0.725
C -0.776 -1.844 -0.196
C -1.680 -2.314 -1.359
C -1.437 -1.609 -2.715
S 0.282 -1.544 -3.276
O 0.251 -1.992 -4.647
O 0.685 -0.160 -3.189
N 1.153 -2.584 -2.362
S 2.673 -2.753 -2.846
O 3.173 -1.765 -3.744
O 2.853 -4.070 -3.374
C 3.779 -2.604 -1.350
F 4.911 -2.036 -1.717
F 3.263 -1.862 -0.386
F 4.105 -3.780 -0.837
H -2.217 -1.210 3.411
H -2.533 -1.008 0.875
H -1.270 0.185 0.312
H -0.589 -2.717 0.438
H 0.159 -1.387 -0.519
H -1.669 -3.396 -1.503
H -2.717 -2.075 -1.068
H -1.993 -2.166 -3.475
H -1.855 -0.601 -2.707
C 0.319 5.571 1.930
S -0.777 4.142 1.929
O -2.160 4.648 1.722
C -0.597 3.766 3.678
H 0.327 5.994 0.928
H -0.044 6.316 2.639
H 1.328 5.254 2.198
H -0.900 4.627 4.276
H 0.441 3.507 3.890
H -1.233 2.917 3.913

***

34
Properties=species:S:1:pos:R:3 method="wB97M-V/def2-TZVPD" gap_ev=4.274 lumo_energy_ev=4.24 total_energy_ev=-26822.47575 max_force_ev_per_a=2.1 e_homo_ha=-0.00113 total_charge=-2 relative_energy_kcal_mol=9.8
Li 1.202 -1.330 -0.466
Li 2.667 -1.077 -2.670
C 3.479 -0.493 0.386
O 3.143 -0.305 -0.883
O 2.514 -0.790 1.208
O 4.688 -0.414 0.776
C 1.359 -3.514 -1.380
O 1.552 -2.446 -2.141
O 1.935 -4.614 -1.643
O 0.685 -3.326 -0.286
C -1.746 4.046 -0.469
O -0.632 3.220 -0.734
C 0.155 2.909 0.394
C 0.930 1.633 0.185
N 0.094 0.518 -0.352
C -0.795 -0.064 0.664
C -1.851 -0.900 -0.024
O -2.639 -1.612 0.919
C -2.142 -2.907 1.164
H -1.479 5.106 -0.579
H -2.111 3.899 0.552
H -2.525 3.783 -1.184
H -0.448 2.835 1.312
H 0.869 3.720 0.618
H 1.347 1.265 1.127
H 1.779 1.720 -0.493
H -0.517 1.036 -0.988
H -1.271 0.627 1.374
H -0.186 -0.756 1.260
H -1.386 -1.598 -0.729
H -2.565 -0.296 -0.604
H -1.919 -3.441 0.235
H -2.939 -3.483 1.661
H -1.249 -2.949 1.790

***

25
Properties=species:S:1:pos:R:3 method="wB97M-V/def2-TZVPD" gap_ev=8.912 lumo_energy_ev=-3.83 total_energy_ev=-11508.97501 max_force_ev_per_a=5.4 e_homo_ha=-0.46837 total_charge=+1 relative_energy_kcal_mol=92.4
C -1.248 -0.650 0.999
C -2.119 -1.410 0.140
C -2.384 -0.165 -0.825
C -2.086 1.243 0.002
C -1.384 0.736 1.242
C 1.482 -1.038 -1.038
C 2.280 1.377 -0.353
C 2.029 0.010 0.001
N -0.171 -0.035 1.025
N 2.551 -0.427 1.158
H -1.534 -2.252 -0.292
H -3.089 -1.759 0.662
H -1.633 -0.265 -1.643
H -3.377 -0.093 -1.130
H -1.428 1.920 -0.576
H -3.110 1.537 0.331
H -1.646 1.065 2.314
H 0.564 -0.881 -1.585
H 1.547 -2.082 -0.622
H 2.287 -1.025 -1.924
H 3.311 1.555 -0.199
H 2.093 1.666 -1.338
H 1.647 1.910 0.246
H 2.807 0.403 1.756
H 2.610 -1.340 1.651

***

26
Properties=species:S:1:pos:R:3 method="wB97M-V/def2-TZVPD" gap_ev=9.683 lumo_energy_ev=-4.10 total_energy_ev=-13556.29959 max_force_ev_per_a=4.1 e_homo_ha=-0.50652 total_charge=+1 relative_energy_kcal_mol=115.1
C 0.914 -1.841 0.471
C 1.667 1.392 0.701
C 1.742 1.257 -0.839
C 0.433 0.709 1.233
C 2.044 -0.177 -1.232
C 0.227 -0.573 0.571
C -2.478 -1.238 0.967
C -2.075 0.375 -0.937
N 1.036 -0.936 -0.545
N -1.654 -0.785 -0.155
O 1.175 -2.894 0.922
H 2.456 0.836 0.999
H 1.745 2.519 0.858
H 0.841 1.531 -1.289
H 2.420 1.984 -1.244
H 0.555 0.600 2.260
H -0.320 1.458 1.239
H 2.140 -0.534 -2.348
H 3.123 -0.301 -0.994
H -3.410 -1.576 0.562
H -1.934 -2.051 1.336
H -2.805 -0.484 1.593
H -1.352 1.205 -0.651
H -2.072 0.269 -1.994
H -3.002 0.714 -0.546
H -1.416 -1.459 -0.937

***

26
Properties=species:S:1:pos:R:3 method="wB97M-V/def2-TZVPD" gap_ev="9.060 / 8.112" lumo_energy_ev="-3.36 / -3.99" total_energy_ev=-13555.53882 max_force_ev_per_a=4.7 e_homo_ha="-0.45647 / -0.44462" total_charge=+1 relative_energy_kcal_mol=132.6
C -0.613 1.713 -0.866
C -0.942 -1.467 -0.733
C -1.249 1.362 0.491
C -1.378 -1.209 0.691
C 0.894 1.406 -0.806
C 0.578 -1.255 -0.901
C -0.886 0.117 1.261
C 0.972 -0.016 -0.203
N 3.702 -0.827 0.329
N 0.568 0.059 1.234
O 4.341 -0.998 -0.614
H -1.157 1.195 -1.756
H -0.929 2.738 -0.952
H -1.129 -2.534 -0.839
H -1.532 -0.934 -1.322
H -1.173 2.180 1.283
H -2.269 1.385 0.339
H -2.518 -1.252 0.799
H -0.903 -1.987 1.283
H 1.474 1.453 -1.758
H 1.336 2.034 -0.085
H 0.989 -2.135 -0.457
H 0.936 -1.182 -1.936
H -1.247 0.189 2.292
H 1.154 0.896 1.808
H 0.983 -0.930 1.421